# 1
108
Properties=species:S:1:pos:R:3:mulliken_charge:R:1 method="wB97M-V/def2-TZVPD" gap_ev=4.54 e_lumo_ev=-0.9 charge=-1
O 6.27015 -1.39490 4.08767 -0.676
C 6.20614 -0.55982 3.15444 0.710
N 5.90633 0.32536 2.28411 -0.676
B 5.43980 -0.29406 0.94498 0.982
C 4.00451 -1.13359 1.09018 -0.323
C 2.84954 -0.32316 1.84684 -0.637
C 1.92275 0.61089 0.93505 -0.520
C 1.56067 0.04350 -0.51770 -0.501
C 0.38275 -1.04417 -0.54792 -0.411
C 0.60206 -2.30879 0.41299 0.064
C -0.20338 -3.54999 -0.27648 -0.659
S -0.55101 -4.85636 1.04444 -0.197
C 0.94652 -4.68761 2.13396 0.400
N 2.12729 -5.23218 1.54084 -0.286
N 3.08595 -4.96173 2.47017 -0.219
C 2.51131 -4.28938 3.61129 0.007
O 1.09692 -4.08906 3.39959 -0.251
C 5.11426 1.02164 -0.04419 -0.138
C 6.41626 1.63393 -0.75375 -0.641
O 7.53839 1.89678 0.14410 -0.274
C 8.69903 1.94393 -0.68965 0.291
O 9.79940 2.39101 -0.24749 -0.612
C 6.59063 -1.16273 0.15473 -0.405
C 6.69129 -2.70768 0.56216 -0.221
O 7.52002 -3.37492 -0.46632 -0.294
C 6.83467 -4.44094 -1.08610 0.158
O 5.71180 -4.38940 -1.63379 -0.480
H 4.27180 -2.03170 1.77972 -0.158
H 3.68426 -1.61496 0.09518 0.273
H 3.30332 0.35967 2.66509 0.419
H 2.17910 -1.06607 2.41903 0.140
H 0.91358 0.82344 1.46408 0.130
H 2.40217 1.64756 0.78698 0.385
H 1.16999 0.95068 -1.12685 0.291
H 2.47296 -0.32669 -1.12334 0.196
H 0.35637 -1.45980 -1.63105 0.403
H -0.62702 -0.52078 -0.39292 -0.211
H 1.69498 -2.55598 0.61452 -0.010
H 0.05276 -2.07685 1.40250 0.272
H -1.15964 -3.20015 -0.79606 0.393
H 0.54495 -4.00863 -1.02523 0.361
H 3.10572 -3.93407 4.51063 0.361
H 4.36102 0.77573 -0.86539 -0.138
H 4.71784 1.84624 0.66959 -0.017
H 6.11239 2.65897 -1.20007 0.356
H 6.67571 0.95964 -1.64594 0.284
H 8.70100 1.61668 -1.78437 0.308
H 7.65611 -0.72262 0.25450 -0.012
H 6.32021 -1.14261 -0.97163 0.066
H 7.26345 -2.78506 1.54699 0.106
H 5.69782 -3.25854 0.63308 0.274
H 7.40103 -5.44747 -1.13582 0.320
C -4.20230 0.63214 -0.24989 -0.879
C -5.35706 1.25587 -0.49197 0.333
C -5.61802 2.63220 0.01569 0.977
O -6.67770 3.17494 -0.24308 -0.562
C -4.57563 3.27904 0.81880 -0.895
C -3.42143 2.65433 1.06440 0.213
C -3.14970 1.28823 0.53315 0.938
O -2.07809 0.75614 0.76200 -0.489
O -2.44558 3.24034 1.80983 -0.591
O -6.34682 0.66022 -1.21483 -0.544
H -3.99948 -0.36615 -0.61452 0.513
H -4.78496 4.27097 1.19603 0.424
H -1.71540 2.59029 1.84033 0.325
H -7.07412 1.31461 -1.24859 0.184
C -11.97530 1.25867 -3.99809 -1.037
C -11.20330 1.15268 -5.08172 0.392
C -9.72892 1.36377 -5.00926 0.830
O -9.05293 1.24032 -6.01579 -0.606
C -9.14847 1.72083 -3.71060 -0.727
C -9.92160 1.83001 -2.62757 0.240
C -11.39068 1.59236 -2.69530 0.884
O -12.05970 1.68392 -1.68175 -0.508
O -9.39854 2.16283 -1.41493 -0.446
O -11.73098 0.84618 -6.29872 -0.572
H -13.04566 1.10599 -4.03654 0.437
H -8.08016 1.88857 -3.67497 0.507
H -10.15828 2.17479 -0.79762 0.278
H -10.97149 0.82769 -6.91352 0.348
C 15.36059 0.57305 -1.51812 -0.957
C 14.25468 -0.11918 -1.79830 0.431
C 12.90846 0.36091 -1.37272 0.938
O 11.91949 -0.28875 -1.66340 -0.619
C 12.83392 1.61017 -0.60776 -0.811
C 13.94098 2.30041 -0.32488 0.273
C 15.28319 1.83460 -0.77394 0.838
O 16.27240 2.50081 -0.51299 -0.637
O 13.88862 3.46163 0.38714 -0.567
O 14.31006 -1.29322 -2.48610 -0.579
H 16.34278 0.23699 -1.82295 0.398
H 11.85221 1.93863 -0.28943 0.654
H 14.81421 3.76516 0.45597 0.338
H 13.38272 -1.59373 -2.56013 0.355
C -13.85259 1.37592 1.51003 -0.943
C -14.94769 1.09015 2.21745 0.513
C -14.90965 0.12421 3.35258 0.882
O -15.92566 -0.09832 3.98862 -0.614
C -13.63272 -0.52993 3.65631 -0.852
C -12.53830 -0.24670 2.94659 0.296
C -12.57095 0.73973 1.82945 0.837
O -11.54861 0.98755 1.21456 -0.534
O -11.34700 -0.84768 3.21516 -0.570
O -16.14578 1.67070 1.93157 -0.571
H -13.86599 2.07635 0.68540 0.457
H -13.62232 -1.24180 4.47068 0.413
H -10.71633 -0.47490 2.56827 0.338
H -16.77443 1.30226 2.58260 0.345

=====

# 2
96
Properties=species:S:1:pos:R:3:mulliken_charge:R:1 method="wB97M-V/def2-TZVPD" gap_ev=7.32 e_lumo_ev=0.1 charge=0 relative_energy_ev=0.000
Sn -0.68471 0.29655 0.08183 1.000
I -3.50948 6.40890 4.34756 0.031
C -3.15545 4.57459 3.36987 -0.649
C -3.37431 3.38330 4.04192 -0.442
C -3.10045 2.20026 3.38754 -0.163
I -3.39060 0.38528 4.40023 0.020
C -2.61437 2.12381 2.05947 -0.613
O -2.37507 0.98468 1.48935 0.508
C -2.41650 3.37241 1.41853 0.487
C -1.88566 3.38369 0.01629 -0.597
N -0.52245 2.81577 -0.05997 0.163
C 0.44391 3.50182 0.80480 -0.974
C 0.45428 2.97314 2.21994 0.705
C 0.47050 3.81052 3.32956 -1.049
C 0.49821 3.24313 4.59137 -0.517
C 0.50731 1.86028 4.70853 -0.945
C 0.52525 1.10709 3.54852 -0.542
N 0.51836 1.65065 2.33613 0.816
C -2.68936 4.56551 2.06746 -0.457
H -3.75634 3.37185 5.05308 0.437
H -2.51676 2.76776 -0.62847 -0.390
H -1.89142 4.41212 -0.36368 0.635
H -0.22230 2.87522 -1.02834 0.208
H 1.44152 3.31791 0.40171 0.282
H 0.26648 4.58371 0.81972 0.236
H 0.44991 4.88586 3.20851 0.493
H 0.49928 3.87099 5.47290 0.418
H 0.48903 1.37638 5.67504 0.463
H 0.54520 0.02136 3.57586 0.500
H -2.53667 5.50193 1.54378 0.454
C 0.88220 -3.24813 -1.57977 -0.921
C -0.06489 -2.67685 -2.59403 0.614
C -0.39605 -3.40536 -3.75370 -1.115
C -1.30122 -2.89524 -4.63444 -1.130
C -1.88731 -1.63596 -4.38644 1.024
C -2.81544 -1.00619 -5.24157 0.132
Br -3.37874 -1.86501 -6.84840 -0.261
C -3.31923 0.22984 -4.95313 -0.408
C -2.92524 0.86928 -3.77754 0.064
Br -3.61950 2.58779 -3.37329 -0.214
C -2.04787 0.31371 -2.84732 -0.276
O -1.74390 0.95630 -1.75895 0.456
C -1.49638 -0.97028 -3.19698 -0.816
N -0.59192 -1.50076 -2.34088 0.645
H 1.68835 -3.80480 -2.05876 0.512
H 0.33707 -3.93781 -0.92782 0.421
H 1.29240 -2.45254 -0.96168 -0.357
H 0.05719 -4.37407 -3.92033 0.510
H -1.58534 -3.44861 -5.51867 0.341
H -4.01447 0.71366 -5.62381 0.453
N 5.22782 0.73886 -3.81941 -0.495
C 4.03276 0.94857 -3.18543 0.896
C 3.74510 2.16228 -2.55183 -1.183
C 2.54810 2.29737 -1.87957 -0.466
N 1.62830 1.33790 -1.77296 0.190
C 1.90086 0.18876 -2.39671 -0.071
C 3.06086 -0.05294 -3.10362 -0.850
H 5.79732 1.53523 -4.04234 0.212
H 5.30805 -0.04424 -4.44271 0.217
H 4.45149 2.98204 -2.59234 0.342
H 2.30927 3.25058 -1.41796 0.530
H 1.13030 -0.57043 -2.33776 0.170
H 3.21729 -1.00769 -3.59140 0.435
C -2.26374 -2.92720 2.73999 -0.621
C -2.99352 -3.51314 1.53879 -0.919
S -3.12961 -2.26367 0.19755 1.072
O -3.36699 -3.03482 -1.04521 -0.729
C -4.75097 -1.57838 0.66090 -0.687
C -5.10752 -0.50095 -0.35250 -1.114
H -1.90613 -3.71082 3.40897 0.418
H -2.91921 -2.27209 3.31008 0.008
H -1.40458 -2.33619 2.41365 0.115
H -3.99200 -3.86884 1.79129 0.412
H -2.44283 -4.33665 1.08372 0.429
H -4.65083 -1.17197 1.67077 0.233
H -5.45859 -2.40804 0.64227 0.585
H -4.34675 0.28349 -0.35247 -0.014
H -6.07245 -0.04850 -0.12655 0.455
H -5.15430 -0.93361 -1.35316 0.360
C 3.63071 0.09477 2.25101 -1.629
C 3.15202 -0.96140 1.28589 0.575
O 2.09477 -0.86571 0.69792 0.020
C 4.06503 -2.11550 1.03807 0.242
C 4.05721 -2.70206 -0.22587 0.413
C 4.94094 -3.72342 -0.53089 -0.786
C 5.83166 -4.17806 0.43135 -0.518
C 5.81710 -3.62540 1.70483 -0.634
C 4.95074 -2.58724 2.00499 -0.429
H 3.03601 0.99544 2.12225 0.124
H 4.68683 0.30370 2.08358 0.482
H 3.51613 -0.25609 3.27918 0.399
H 3.36265 -2.32026 -0.96366 0.048
H 4.93977 -4.16088 -1.52102 0.417
H 6.53988 -4.96077 0.19278 0.385
H 6.49096 -3.99871 2.46499 0.401
H 4.95299 -2.15878 2.99898 0.369

=====

# 3
96
Properties=species:S:1:pos:R:3:nbo_charge:R:1 method="wB97M-V/def2-TZVPD" gap_ev=6.40 e_lumo_ev=-5.7 charge=+2
Sr -0.21380 -1.34914 -0.34107 1.801
C -0.58306 -3.10591 3.82879 -0.645
C -1.48859 -2.30007 2.94440 -0.008
C -2.18774 -2.87535 1.88622 -0.299
C -3.11006 -2.13372 1.14514 -0.035
C -3.92737 -2.80083 0.07523 -0.639
C -3.30150 -0.79077 1.46233 -0.216
C -2.60116 -0.19073 2.50355 -0.008
C -2.85575 1.22644 2.91357 -0.643
C -1.69074 -0.95323 3.22587 -0.198
H -0.94193 -3.05311 4.85525 0.250
H 0.43207 -2.70550 3.81501 0.215
H -0.56161 -4.15158 3.53379 0.218
H -2.11402 -3.94289 1.71280 0.224
H -4.87869 -2.29125 -0.05437 0.237
H -4.12660 -3.83548 0.34578 0.237
H -3.40927 -2.79976 -0.88800 0.207
H -4.07474 -0.22821 0.95517 0.216
H -1.91835 1.77061 3.01107 0.223
H -3.34564 1.23350 3.88498 0.246
H -3.49470 1.74811 2.20726 0.226
H -1.19884 -0.51314 4.08266 0.216
S 0.82654 -7.57604 -5.06328 1.033
N 1.05271 -7.41111 -3.48070 -0.593
C 0.62935 -6.21134 -3.10607 0.077
C 0.66641 -5.66209 -1.78795 -0.003
C 1.12084 -6.38870 -0.68103 -0.102
C 1.14974 -5.76532 0.54679 -0.235
C 0.75430 -4.43149 0.62505 0.064
N 0.30946 -3.73626 -0.40598 -0.577
C 0.22994 -4.32833 -1.60711 0.131
C -0.32565 -3.57033 -2.71634 0.242
N -0.78935 -2.33204 -2.47721 -0.612
C -1.34896 -1.65558 -3.46358 0.064
C -1.46559 -2.14202 -4.76450 -0.231
C -0.97038 -3.39524 -5.04903 -0.082
C -0.39673 -4.13743 -4.01027 -0.105
C 0.11653 -5.45805 -4.20014 0.160
N 0.17927 -6.13138 -5.34140 -0.606
H 1.43747 -7.41137 -0.82286 0.259
H 1.47686 -6.28815 1.43149 0.250
H 0.79946 -3.89961 1.56685 0.209
H -1.72688 -0.67108 -3.21481 0.207
H -1.93539 -1.54062 -5.52530 0.251
H -1.01318 -3.82808 -6.03751 0.260
N -1.31839 6.24437 0.41704 -0.530
C -2.15067 7.32772 0.44170 0.187
C -1.95660 8.65837 0.78741 -0.265
C -3.06548 9.47567 0.74867 -0.172
C -4.32518 9.00129 0.34713 -0.214
C -4.52439 7.69371 -0.02498 -0.173
C -3.42270 6.83420 0.03623 0.059
N -3.32843 5.50800 -0.22331 -0.402
C -2.07859 5.16746 0.01460 0.287
C -1.62301 3.81372 -0.10380 0.011
C -2.48452 2.84521 -0.64801 -0.214
C -2.07089 1.53871 -0.74162 0.032
N -0.86282 1.10954 -0.34493 -0.621
C -0.03969 2.03439 0.16041 0.048
C -0.35869 3.36495 0.30348 -0.205
H -0.33224 6.26708 0.61492 0.420
H -0.98345 9.02826 1.07232 0.224
H -2.96625 10.51066 1.03774 0.229
H -5.15236 9.69381 0.32815 0.229
H -5.48674 7.32926 -0.34596 0.232
H -3.45833 3.15659 -0.98450 0.268
H -2.73120 0.78127 -1.14733 0.195
H 0.93837 1.68313 0.46490 0.180
H 0.36517 4.03521 0.73961 0.219
Cl 2.44681 2.81442 -2.32281 -0.005
C 2.39031 1.68983 -3.68027 -0.383
Cl 1.42857 0.25901 -3.27405 -0.063
H 3.40392 1.36800 -3.91727 0.244
H 1.91880 2.18836 -4.52550 0.246
C 5.08208 -0.23752 2.63816 -0.071
N 4.15447 0.83798 2.32569 -0.455
C 4.54936 1.46524 1.07391 -0.069
N 4.63028 0.51067 -0.02207 -0.460
C 5.54797 -0.55869 0.33632 -0.069
N 5.15242 -1.22104 1.56979 -0.451
C 3.94350 -1.98517 1.44381 -0.457
P 2.45302 -0.90446 0.99142 0.446
C 2.78893 0.39120 2.32797 -0.463
C 3.33780 -0.00223 -0.39514 -0.499
H 4.76836 -0.72646 3.56252 0.204
H 6.07332 0.19494 2.78624 0.218
H 5.53586 1.91350 1.21258 0.220
H 3.83978 2.25542 0.81554 0.194
H 6.54389 -0.12947 0.47416 0.219
H 5.58531 -1.29135 -0.47508 0.201
H 3.73639 -2.49187 2.39356 0.227
H 4.07519 -2.74062 0.66131 0.225
H 2.56099 -0.05947 3.30247 0.231
H 2.12286 1.24848 2.17640 0.214
H 2.70692 0.82977 -0.72059 0.225
H 3.45532 -0.70736 -1.22951 0.223